{"formula": "C3H6O5", "method": "ωB97M-V/def2-TZVPD", "e_homo_ev": -10.7, "total_energy_ha": -494.1506, "orbital_gap_ev": 11.4, "smiles": "CC(=O)OC(O)(O)O", "symbols": ["C", "C", "C", "O", "O", "O", "O", "O", "H", "H", "H", "H", "H", "H"], "coordinates": [[0.31, -1.33, -0.14], [-0.30, 2.32, -0.06], [-0.45, 0.89, 0.35], [0.22, 0.08, -0.48], [0.89, -1.95, -1.21], [1.12, -1.46, 0.95], [-0.93, -1.84, 0.08], [-1.08, 0.50, 1.30], [0.24, -2.09, -1.90], [2.01, -1.70, 0.66], [-1.28, -1.44, 0.90], [-0.09, 2.39, -1.13], [-1.21, 2.87, 0.19], [0.53, 2.76, 0.49]]}

---

{"formula": "C14H6F6O2", "method": "ωB97M-V/def2-TZVPD", "e_homo_ev": -9.7, "total_energy_ha": -1286.6437, "orbital_gap_ev": 9.5, "smiles": "O=C(c1ccc(F)c(F)c1F)[C@@H](O)c1ccc(F)c(F)c1F", "symbols": ["O", "F", "F", "F", "F", "F", "F", "O", "C", "C", "C", "C", "C", "C", "C", "C", "C", "C", "C", "C", "C", "C", "H", "H", "H", "H", "H", "H"], "coordinates": [[0.23, 1.07, -1.55], [-4.75, -2.12, -3.34], [4.79, 2.00, 3.41], [-2.81, -3.75, -1.81], [4.84, -0.10, 1.86], [-0.59, -2.60, -0.82], [2.62, -1.35, 0.63], [-0.34, -1.06, 1.42], [-0.19, 0.13, -0.91], [-3.49, -0.24, -2.81], [2.45, 2.34, 2.64], [-2.30, 0.36, -2.27], [1.32, 1.90, 1.89], [-3.60, -1.59, -2.71], [3.61, 1.51, 2.81], [-2.66, -2.46, -2.07], [3.63, 0.47, 1.97], [-1.55, -1.85, -1.47], [2.52, -0.07, 1.17], [-1.39, -0.52, -1.52], [1.28, 0.64, 1.18], [0.04, 0.07, 0.60], [0.54, -1.44, 1.73], [-4.20, 0.29, -3.34], [2.27, 3.36, 3.01], [-2.06, 1.47, -2.27], [0.55, 2.67, 1.74], [-0.76, 0.87, 0.83]]}

---

{"formula": "C44H55BaCl3N7O4P2S", "method": "ωB97M-V/def2-TZVPD", "total_charge": -1, "e_homo_ev": -3.9, "total_energy_ha": -4881.0475, "orbital_gap_ev": 5.8, "symbols": ["Ba", "N", "C", "C", "O", "N", "C", "C", "O", "O", "H", "H", "H", "H", "H", "H", "C", "P", "C", "N", "C", "C", "C", "C", "C", "C", "N", "C", "P", "C", "C", "C", "C", "C", "C", "C", "C", "C", "H", "H", "H", "H", "H", "H", "H", "H", "H", "H", "H", "H", "H", "H", "H", "H", "H", "H", "H", "H", "H", "H", "H", "H", "H", "H", "H", "H", "C", "C", "C", "C", "C", "C", "N", "H", "H", "H", "H", "H", "H", "H", "H", "Cl", "C", "C", "C", "C", "C", "C", "N", "C", "C", "N", "C", "O", "C", "C", "C", "Cl", "S", "C", "C", "C", "Cl", "C", "H", "H", "H", "H", "H", "H", "H", "H", "H", "H", "H", "H", "H"], "coordinates": [[-0.70, -2.29, 0.74], [-3.04, -3.73, 1.17], [-3.20, -3.27, 2.59], [-2.99, -1.75, 2.66], [-3.99, -1.02, 2.63], [-1.69, -1.42, 2.72], [-1.37, 0.02, 2.73], [-0.34, 0.33, 1.64], [0.73, 0.88, 1.95], [-0.64, -0.07, 0.45], [-3.90, -3.54, 0.67], [-2.87, -4.73, 1.14], [-2.43, -3.76, 3.19], [-4.17, -3.51, 3.00], [-0.94, 0.31, 3.69], [-2.27, 0.62, 2.55], [-2.52, -0.38, -3.96], [-1.34, -0.51, -2.56], [-1.47, 1.29, -1.99], [-0.55, 2.08, -2.47], [-0.51, 3.39, -2.09], [0.52, 4.23, -2.58], [0.57, 5.53, -2.18], [-0.39, 6.04, -1.27], [-1.39, 5.24, -0.79], [-1.46, 3.89, -1.20], [-2.43, 3.07, -0.71], [-2.48, 1.81, -1.07], [-3.84, 1.02, -0.06], [-3.86, -0.78, -0.48], [-5.42, 1.59, -0.93], [-5.66, 0.98, -2.31], [-5.46, 3.12, -1.05], [-6.55, 1.17, 0.03], [0.29, -0.60, -3.50], [0.42, 0.24, -4.77], [0.37, -2.08, -3.91], [1.44, -0.30, -2.53], [-2.38, 0.55, -4.52], [-3.55, -0.42, -3.60], [-2.38, -1.22, -4.64], [1.24, 3.82, -3.27], [1.36, 6.18, -2.54], [-0.33, 7.08, -0.95], [-2.13, 5.60, -0.08], [-4.75, -1.21, -0.03], [-3.00, -1.23, 0.03], [-3.82, -1.01, -1.54], [-4.87, 1.27, -3.01], [-6.61, 1.35, -2.71], [-5.71, -0.11, -2.28], [-4.80, 3.48, -1.85], [-5.15, 3.61, -0.13], [-6.48, 3.43, -1.29], [-6.54, 0.09, 0.24], [-7.52, 1.41, -0.41], [-6.46, 1.68, 0.99], [-0.30, -0.07, -5.54], [1.42, 0.08, -5.19], [0.29, 1.31, -4.58], [-0.43, -2.37, -4.58], [0.34, -2.74, -3.04], [1.32, -2.25, -4.43], [1.50, 0.76, -2.29], [2.39, -0.60, -2.99], [1.34, -0.84, -1.59], [-0.01, -5.21, -1.72], [0.03, -5.76, -0.33], [0.14, -7.08, 0.09], [0.17, -7.04, 1.51], [0.07, -5.69, 1.85], [0.10, -5.10, 3.24], [-0.02, -4.91, 0.74], [0.35, -5.95, -2.44], [0.64, -4.33, -1.81], [-1.02, -4.91, -2.05], [0.20, -7.96, -0.55], [0.27, -7.88, 2.19], [1.05, -5.29, 3.75], [-0.70, -5.49, 3.88], [-0.03, -4.01, 3.21], [4.18, 3.57, -2.87], [4.29, 2.75, -1.33], [3.13, 2.40, -0.66], [3.24, 1.75, 0.57], [4.48, 1.47, 1.14], [4.47, 0.80, 2.50], [4.88, -0.68, 2.45], [3.99, -1.43, 1.57], [4.32, -2.03, 0.37], [3.15, -2.52, -0.13], [2.11, -2.22, 0.73], [2.66, -1.57, 1.73], [5.29, 1.47, 3.44], [4.55, 1.99, 4.55], [3.64, 3.11, 4.11], [4.08, 4.31, 3.65], [5.73, 4.81, 3.53], [2.82, 5.32, 3.11], [1.64, 4.14, 3.52], [2.21, 3.03, 4.04], [5.62, 1.83, 0.42], [7.24, 1.49, 1.00], [5.54, 2.47, -0.80], [2.16, 2.62, -1.07], [2.33, 1.47, 1.10], [3.42, 0.85, 2.81], [4.86, -1.09, 3.46], [5.89, -0.75, 2.07], [5.33, -2.04, 0.00], [2.99, -3.08, -1.04], [2.12, -1.16, 2.58], [5.29, 2.35, 5.26], [3.96, 1.21, 5.03], [0.59, 4.33, 3.31], [1.64, 2.15, 4.31], [6.44, 2.75, -1.34]]}

---

{"formula": "C4H8N2O", "method": "ωB97M-V/def2-TZVPD", "e_homo_ev": -10.1, "total_energy_ha": -341.9309, "orbital_gap_ev": 10.9, "smiles": "CN[C@H](C#N)CO", "symbols": ["C", "N", "C", "C", "O", "C", "N", "H", "H", "H", "H", "H", "H", "H", "H"], "coordinates": [[0.60, 1.39, 1.40], [-0.38, 0.46, 0.84], [0.15, -0.22, -0.32], [-0.69, -1.35, -0.94], [-1.03, -2.39, -0.06], [0.49, 0.67, -1.46], [0.69, 1.28, -2.42], [0.97, 2.14, 0.68], [0.16, 1.91, 2.26], [1.47, 0.82, 1.77], [-1.23, 0.95, 0.60], [1.08, -0.71, 0.00], [-0.02, -1.72, -1.73], [-1.60, -1.00, -1.44], [-0.65, -2.23, 0.81]]}

---

{"formula": "C4H5N3", "method": "ωB97M-V/def2-TZVPD", "e_homo_ev": -9.4, "total_energy_ha": -319.5500, "orbital_gap_ev": 9.3, "smiles": "C1=C=NC=NC=1.N", "symbols": ["N", "C", "C", "N", "C", "N", "C", "H", "H", "H", "H", "H"], "coordinates": [[0.73, 1.41, -2.22], [-0.19, -0.37, -0.30], [-0.72, -1.44, 0.10], [-1.08, -2.13, 1.11], [-0.71, -1.33, 2.17], [-0.14, -0.15, 2.08], [0.14, 0.37, 0.86], [-0.04, 1.81, -2.75], [1.59, 1.81, -2.58], [0.73, 0.42, -2.45], [-0.92, -1.75, 3.15], [0.61, 1.35, 0.82]]}

---

{"formula": "C16H12AsN3O2ReS4", "method": "ωB97M-V/def2-TZVPD", "total_charge": 3, "e_homo_ev": -17.0, "total_energy_ha": -4837.3841, "orbital_gap_ev": 6.1, "symbols": ["Re", "C", "O", "C", "C", "C", "C", "C", "C", "N", "N", "C", "C", "C", "C", "O", "C", "N", "C", "C", "C", "C", "H", "H", "H", "H", "H", "H", "H", "H", "H", "H", "H", "H", "S", "As", "S", "S", "S"], "coordinates": [[-1.12, 4.25, -3.31], [-0.07, -6.69, 3.00], [0.39, -5.44, 3.65], [0.71, -4.37, 3.04], [0.73, -4.23, 1.60], [1.05, -3.04, 1.07], [1.37, -1.92, 1.94], [1.40, -2.10, 3.38], [1.08, -3.29, 3.91], [1.64, -0.74, 1.48], [1.98, -0.12, 0.50], [1.62, 0.84, -0.30], [2.67, 1.34, -1.16], [2.46, 2.30, -2.09], [1.16, 2.83, -2.23], [0.87, 3.75, -3.06], [0.08, 2.34, -1.39], [-1.11, 2.94, -1.63], [-2.15, 2.67, -0.84], [-2.01, 1.79, 0.24], [-0.82, 1.15, 0.46], [0.27, 1.41, -0.39], [-0.82, -7.09, 3.67], [0.78, -7.36, 2.95], [-0.49, -6.49, 2.02], [0.52, -5.07, 0.96], [1.09, -2.91, 0.00], [1.68, -1.26, 4.01], [1.10, -3.47, 4.98], [3.66, 0.91, -1.04], [3.26, 2.68, -2.72], [-3.09, 3.15, -1.07], [-2.87, 1.62, 0.88], [-0.72, 0.47, 1.29], [-5.34, 7.36, -3.96], [-3.84, 6.51, -4.91], [-1.72, 3.48, -5.12], [-2.04, 6.19, -3.21], [-3.35, 5.62, -6.61]]}